No. 1
{
  "formula": "C41H48CsN11S",
  "method": "ωB97M-V/def2-TZVPD",
  "elements": ["Cs", "C", "C", "C", "C", "C", "C", "N", "C", "C", "C", "C", "C", "C", "N", "N", "C", "C", "C", "C", "C", "N", "H", "H", "H", "H", "H", "H", "H", "H", "H", "H", "H", "H", "H", "C", "C", "N", "C", "C", "C", "C", "C", "C", "C", "C", "C", "N", "C", "H", "H", "H", "H", "H", "H", "H", "H", "C", "C", "N", "C", "C", "C", "C", "N", "H", "H", "H", "H", "H", "H", "H", "H", "H", "H", "H", "H", "H", "H", "N", "C", "H", "C", "N", "C", "C", "S", "N", "C", "C", "H", "H", "H", "H", "H", "H", "H", "H", "H", "H", "H", "H"],
  "xyz": [[-0.39023, 0.23818, -0.12771], [1.57436, -4.74258, 2.76322], [0.48534, -3.89828, 2.92988], [-0.13894, -3.32956, 1.83318], [0.30926, -3.58077, 0.52973], [1.40691, -4.44030, 0.37706], [2.02413, -5.00823, 1.47588], [-0.25996, -2.86879, -0.51182], [-0.62379, -3.46345, -1.63229], [-0.74297, -4.89649, -1.78393], [-1.15790, -5.47248, -2.94244], [-1.49658, -4.70459, -4.07883], [-1.40629, -3.34587, -3.98604], [-0.98500, -2.70613, -2.80217], [-0.93102, -1.31941, -2.72258], [-1.05760, -0.70683, -3.82416], [-1.18646, 0.70165, -3.71641], [-0.67452, 1.43075, -4.79841], [-0.84579, 2.79583, -4.82216], [-1.55658, 3.39760, -3.78808], [-2.03874, 2.58970, -2.77536], [-1.85248, 1.27271, -2.71806], [2.06608, -5.18611, 3.61906], [0.11547, -3.67965, 3.92530], [-0.98003, -2.65660, 1.96341], [1.78008, -4.63917, -0.62008], [2.87576, -5.66166, 1.32635], [-0.51879, -5.51772, -0.92848], [-1.24955, -6.55243, -2.98563], [-1.84849, -5.18329, -4.98154], [-1.68232, -2.71687, -4.82090], [-0.16232, 0.89939, -5.58788], [-0.44780, 3.38303, -5.64015], [-1.74616, 4.46185, -3.77033], [-2.60498, 3.01967, -1.95741], [3.61560, 3.13719, -2.49476], [2.68219, 2.24968, -1.93641], [1.62058, 2.62692, -1.26614], [1.40558, 3.94863, -1.11299], [2.28400, 4.92015, -1.61632], [3.41649, 4.48019, -2.32329], [2.00837, 6.31743, -1.42249], [0.89923, 6.71802, -0.77218], [-0.03927, 5.75710, -0.26002], [-1.22282, 6.14543, 0.38902], [-2.09305, 5.18345, 0.82946], [-1.75884, 3.83705, 0.61579], [-0.65508, 3.44662, 0.02392], [0.20086, 4.38325, -0.41597], [4.46590, 2.75501, -3.04211], [2.82178, 1.17844, -2.05199], [4.10905, 5.20675, -2.72944], [2.71137, 7.03998, -1.81740], [0.68678, 7.77038, -0.63203], [-1.43367, 7.19887, 0.52684], [-3.01701, 5.43841, 1.32805], [-2.42648, 3.04774, 0.94623], [-3.43958, -0.73559, 4.99416], [-4.51304, -0.10236, 4.11490], [-4.68888, -0.75586, 2.82824], [-5.82905, -1.65030, 2.68829], [-5.62240, -3.01561, 3.32878], [-3.73349, -0.61548, 1.85619], [-3.91095, -1.40498, 0.58616], [-2.70513, 0.15050, 1.93861], [-3.30054, -0.15103, 5.90402], [-2.48225, -0.79018, 4.47670], [-3.71718, -1.74816, 5.28123], [-4.29745, 0.95971, 3.95179], [-5.47774, -0.13506, 4.62534], [-6.06431, -1.75883, 1.63178], [-6.69412, -1.15168, 3.13684], [-4.72871, -3.49892, 2.93417], [-6.47618, -3.66415, 3.13243], [-5.51006, -2.93459, 4.40940], [-4.73219, -1.00305, -0.00910], [-4.11535, -2.45732, 0.77708], [-2.99826, -1.34078, 0.00291], [-2.66932, 0.64626, 2.82474], [0.95162, 1.10657, 3.90858], [0.44673, 1.72364, 3.06508], [1.39516, 0.43498, 4.49797], [5.26485, 1.37135, 0.33082], [4.95635, 0.09351, 0.96734], [4.97157, 0.23099, 2.41522], [3.89229, -0.62024, 0.41280], [2.50904, -0.99830, 1.25573], [4.08455, -1.02351, -0.86171], [5.39407, -1.11369, -1.47446], [3.02584, -1.67265, -1.62228], [4.48918, 2.11315, 0.55826], [5.34762, 1.27420, -0.74782], [6.21868, 1.73550, 0.71136], [5.96485, 0.57526, 2.70838], [4.76845, -0.72824, 2.88144], [4.22251, 0.95000, 2.76626], [6.16859, -0.99013, -0.71994], [5.52865, -0.36481, -2.26118], [5.49327, -2.09975, -1.93194], [2.04494, -1.38030, -1.25906], [3.09842, -2.75958, -1.52735], [3.13525, -1.40029, -2.67414]],
  "lowdin_charge": [0.788, -0.123, -0.114, -0.066, -0.361, -0.073, -0.103, 0.013, -0.264, -0.037, -0.104, -0.120, -0.057, -0.223, -0.006, 0.032, -0.349, -0.024, -0.077, -0.076, -0.168, 0.057, 0.089, 0.093, 0.092, 0.106, 0.097, 0.100, 0.098, 0.087, 0.094, 0.105, 0.104, 0.099, 0.095, -0.051, -0.136, 0.109, -0.146, -0.147, -0.010, -0.026, -0.024, -0.147, -0.012, -0.039, -0.148, 0.075, -0.154, 0.105, 0.100, 0.117, 0.113, 0.114, 0.117, 0.105, 0.102, -0.069, -0.217, -0.098, -0.223, -0.069, -0.452, -0.012, 0.046, 0.076, 0.064, 0.064, 0.115, 0.117, 0.104, 0.117, 0.077, 0.076, 0.063, 0.092, 0.083, 0.037, 0.017, 0.070, -0.070, 0.075, -0.063, -0.231, -0.123, -0.764, 0.663, -0.208, -0.054, -0.076, 0.097, 0.060, 0.091, 0.086, 0.068, 0.074, 0.092, 0.085, 0.094, 0.012, 0.095, 0.095],
  "e_homo_ev": -5.58,
  "de_lowest_kcal_mol": 15.4,
  "gap_ev": 5.614,
  "total_charge": 0
}


No. 2
{
  "formula": "C5H6N2",
  "method": "ωB97M-V/def2-TZVPD",
  "elements": ["C", "C", "C", "C", "C", "N", "N", "H", "H", "H", "H", "H", "H"],
  "xyz": [[1.39246, -2.75523, -0.18497], [1.05873, -1.45299, -0.36658], [0.14495, -3.10757, 0.14385], [0.12396, 0.77261, -0.96268], [-0.37414, 1.74110, -0.01422], [-0.98213, -3.30486, 0.46248], [0.76050, -0.35638, -0.76668], [2.27707, -3.42958, -0.26815], [0.02005, 1.02250, -1.94333], [-1.46736, 1.99046, -0.17554], [0.07920, 2.80196, -0.36043], [-0.00872, 1.53355, 1.00200], [-1.61419, -2.75619, 0.92961]],
  "nbo_charge": [-0.519, 0.247, 0.514, -0.104, -0.650, -0.662, -0.287, 0.232, 0.173, 0.226, 0.204, 0.225, 0.401],
  "e_homo_ev": [-6.58, -6.59],
  "de_lowest_kcal_mol": 122.9,
  "gap_ev": [7.414, 7.415],
  "total_charge": 0
}


No. 3
{
  "formula": "C4H8O2",
  "method": "ωB97M-V/def2-TZVPD",
  "elements": ["C", "C", "O", "C", "C", "O", "H", "H", "H", "H", "H", "H", "H", "H"],
  "xyz": [[-0.21731, 0.24536, 2.01987], [-0.01351, 0.36038, 0.53565], [1.23621, -0.21013, 0.17215], [1.32932, -0.22551, -1.18893], [-0.68240, -0.49238, -1.46901], [-0.97116, -0.41524, -0.13561], [-1.19933, 0.63006, 2.30126], [0.55530, 0.81364, 2.54205], [-0.14407, -0.80545, 2.30925], [-0.05886, 1.40180, 0.16709], [1.31374, 0.77289, -1.62511], [0.75200, -1.03145, -1.70156], [-1.14161, -1.40776, -1.88748], [-0.93216, 0.37632, -2.07857]],
  "nbo_charge": [-0.637, 0.364, -0.516, -0.158, -0.110, -0.509, 0.223, 0.225, 0.229, 0.140, 0.152, 0.232, 0.198, 0.167],
  "e_homo_ev": -8.37,
  "de_lowest_kcal_mol": 103.9,
  "gap_ev": 9.405,
  "total_charge": 0
}


No. 4
{
  "formula": "C5H6O2",
  "method": "ωB97M-V/def2-TZVPD",
  "elements": ["O", "C", "C", "C", "C", "O", "C", "H", "H", "H", "H", "H", "H"],
  "xyz": [[-0.47608, -0.68394, 2.42805], [-0.23566, -0.28330, 1.31614], [0.75619, -0.84081, 0.30754], [0.07820, 0.91500, -0.61043], [0.29202, -0.38945, -1.30062], [-0.06464, 1.57450, -1.66949], [-0.82141, 0.92692, 0.61007], [0.75773, -1.93827, 0.34060], [1.77964, -0.58513, 0.62326], [1.16703, -0.48520, -1.95189], [-0.63795, -0.84694, -1.66481], [-0.70698, 1.85125, 1.19408], [-1.88810, 0.78539, 0.37752]],
  "nbo_charge": [-0.505, 0.596, -0.580, 0.521, -0.433, -0.486, -0.624, 0.238, 0.253, 0.242, 0.231, 0.267, 0.280],
  "e_homo_ev": -8.74,
  "de_lowest_kcal_mol": 88.0,
  "gap_ev": 8.385,
  "total_charge": 0,
  "smiles": "O=C1CCC(=O)C1"
}


No. 5
{
  "formula": "C7H9N2O",
  "method": "ωB97M-V/def2-TZVPD",
  "elements": ["C", "C", "C", "C", "C", "C", "C", "N", "N", "O", "H", "H", "H", "H", "H", "H", "H", "H", "H"],
  "xyz": [[0.63179, 1.77962, 0.60281], [1.92554, 1.37615, 0.40905], [0.05621, -1.76343, 0.41119], [1.30212, -1.80750, -0.04435], [-1.11612, 0.69074, -1.25306], [-1.87415, -0.28031, -0.22289], [0.10665, 0.70330, -0.28886], [1.51605, 0.47476, -0.64209], [-0.62130, -0.36865, 0.54053], [2.05926, -0.85772, -0.53276], [0.07022, 2.48668, 1.23748], [2.92601, 1.59038, 0.61817], [-0.47975, -2.52591, 0.96744], [1.75729, -2.78899, -0.05272], [-0.85059, 0.56728, -2.28328], [-1.71301, 1.58964, -1.07136], [-2.45661, 0.37768, 0.45436], [-2.34997, -1.21460, -0.37566], [-0.88964, -0.02913, 1.52598]],
  "nbo_charge": [-0.261, 0.056, -0.216, 0.186, -0.426, -0.192, 0.250, -0.125, -0.382, -0.307, 0.252, 0.249, 0.255, 0.245, 0.272, 0.246, 0.204, 0.246, 0.449],
  "e_homo_ev": -13.45,
  "de_lowest_kcal_mol": 144.7,
  "gap_ev": 9.947,
  "total_charge": 1,
  "smiles": "C1=C[N@@H+]2CC[C@@]23C=CN3O1"
}


No. 6
{
  "formula": "C15H20BCl4NO2",
  "method": "ωB97M-V/def2-TZVPD",
  "elements": ["C", "C", "C", "C", "N", "C", "C", "O", "C", "C", "H", "H", "H", "H", "H", "H", "H", "H", "H", "H", "H", "H", "H", "H", "H", "Cl", "B", "Cl", "Cl", "O", "C", "C", "C", "C", "C", "Cl", "C", "C", "H", "H", "H", "H", "H"],
  "xyz": [[-2.07067, 0.65078, -1.78085], [-0.67146, 0.17584, -1.53341], [-0.45163, -1.28895, -1.42744], [0.37459, 1.06902, -1.58465], [1.71625, 0.76820, -1.67718], [2.62352, 1.92228, -1.55007], [4.01100, 1.39854, -1.20858], [4.46842, 0.48044, -2.21027], [3.58245, -0.65051, -2.29884], [2.16532, -0.21991, -2.66489], [-2.78411, -0.15024, -1.57268], [-2.33620, 1.52937, -1.17558], [-2.20135, 0.94061, -2.84043], [-1.34098, -1.76072, -1.00720], [-0.29722, -1.76522, -2.40572], [0.39614, -1.51929, -0.78108], [0.17055, 2.15237, -1.52191], [2.66799, 2.47367, -2.50668], [2.24510, 2.57519, -0.75774], [4.75390, 2.20969, -1.22808], [3.97888, 0.92357, -0.20656], [4.01656, -1.27519, -3.09456], [3.56287, -1.20348, -1.33591], [1.50371, -1.09007, -2.66535], [2.18043, 0.22547, -3.68294], [-3.01828, -4.59678, 0.67603], [-1.52483, -3.68489, 1.23986], [-1.06689, -4.00009, 3.03656], [-0.02744, -4.09958, 0.17875], [-1.88897, -2.22611, 1.17558], [-1.11316, -1.29414, 1.60306], [-1.64732, -0.15424, 2.28504], [-0.69399, 0.70958, 2.85465], [-1.09436, 1.78533, 3.63117], [-2.46830, 2.05035, 3.78867], [-2.97316, 3.35539, 4.76114], [-3.42902, 1.19884, 3.21770], [-3.03167, 0.09052, 2.47368], [-0.02883, -1.47250, 1.62166], [0.36056, 0.50397, 2.65700], [-0.36973, 2.42565, 4.12319], [-4.48542, 1.41281, 3.37340], [-3.76325, -0.57557, 2.02148]],
  "nbo_charge": [-0.636, -0.090, -0.663, 0.010, -0.457, -0.240, -0.076, -0.528, -0.077, -0.247, 0.211, 0.212, 0.217, 0.223, 0.220, 0.219, 0.178, 0.181, 0.206, 0.197, 0.167, 0.200, 0.171, 0.226, 0.179, -0.215, 0.387, -0.258, -0.258, -0.577, 0.534, -0.227, -0.084, -0.250, 0.016, 0.074, -0.242, -0.083, 0.212, 0.232, 0.242, 0.243, 0.251],
  "e_homo_ev": -7.70,
  "gap_ev": 5.435,
  "total_charge": 0
}